This record from the Open Molecules 2025 dataset describes a 25-piece molecular cluster, C56H176N14O25 overall. The level of theory is ωB97M-V/def2-TZVPD.

```
! RIJCOSX wB97M-V def2-TZVPD def2/J DEFGRID3
* xyz 0 1
O 4.6663 3.5775 -0.8654
O -7.4502 2.1830 -0.0788
O 3.3002 -3.0065 3.1819
O -4.5381 0.4905 4.9493
O 0.5890 0.5884 0.1470
O -0.4629 -6.0610 -1.6257
O -5.0551 -1.3395 -1.6747
O -0.7047 3.5574 -3.2933
O 3.0313 4.7066 2.0689
O -4.7296 -6.0967 1.6513
O 4.7974 1.4101 0.8370
O -5.5074 -1.9529 3.7252
O -1.9709 -4.1842 -3.4337
O 0.5579 -1.0275 -4.6711
O 4.8106 -0.7594 -1.1158
O 5.5978 -1.3248 -5.3103
O -0.1643 1.8718 3.9912
O 5.4851 5.2932 -4.1685
O 0.3457 3.3505 1.4902
O 6.2346 -2.1156 -2.8088
O -1.3767 5.0236 3.9580
O -5.5994 4.2901 -1.9395
O 3.3203 -6.6272 -0.9130
O -2.5587 -0.3362 3.2868
O 1.1287 -1.4472 6.2971
N -7.4095 -4.1563 -0.8911
N 4.2119 2.0599 -5.3036
N -0.5341 -3.5270 7.2654
N -7.0521 5.1816 0.3424
N -6.7092 0.5616 3.1170
N 5.2787 0.1292 3.5269
N -3.3293 -9.0245 -0.0339
N -2.0479 -4.3090 0.1982
N 1.3085 7.0369 1.6364
N -2.6889 -1.0243 0.4519
N 6.8843 6.3760 -0.4395
N 5.2291 -5.5877 -3.5192
N 1.2341 6.0875 -1.6228
N 2.3122 -0.2844 -2.4681
C 5.9166 6.5130 -4.6820
C -0.6760 -3.0493 5.8652
C 0.1736 5.1644 -1.8220
C 5.8869 -1.7081 2.0788
C -7.8888 1.8528 -1.3773
C -4.5280 -7.1165 -0.9420
C 5.0228 4.3294 -5.0974
C 3.2685 3.7693 3.1372
C -6.7020 -2.8490 -0.7396
C 3.2757 3.3797 -1.0332
C -3.6416 -7.6083 0.1752
C 3.1905 -6.4286 -4.5259
C 1.6063 -0.1012 6.2703
C -6.1272 -2.8184 0.6811
C -1.2405 5.7651 -1.3528
C 0.0797 4.7028 -3.3144
C 3.4172 6.0137 2.4995
C 0.0417 -5.6821 -0.3870
C 0.0753 2.4048 -3.3419
C -5.5864 -2.6911 -1.7813
C -4.3239 -7.4964 1.4732
C -5.1497 -5.8861 3.0098
C -4.0344 -1.0439 -2.7136
C 4.7302 3.0600 -4.3694
C -6.1115 7.4908 -0.0969
C 6.5420 4.9651 -0.4546
C -6.4597 6.0970 -0.5905
C -0.0056 -3.9387 1.4143
C -7.4730 1.0657 0.7501
C 4.3126 -5.7670 -0.3689
C 1.9495 -1.6692 -2.8950
C -6.7579 1.5724 2.0706
C 0.0600 -7.2591 -2.1357
C 3.7977 -5.9187 -3.2226
C 4.0338 -1.9768 3.8668
C -2.2282 1.4058 0.1263
C -5.3747 2.0092 1.7223
C 4.7396 -1.0635 2.8639
C 2.5382 -3.8921 3.9452
C -5.2526 5.5133 -1.3148
C -4.5771 3.8238 -2.8054
C 3.3391 8.3983 1.5664
C -2.1188 -3.2441 5.4959
C 5.9084 2.5057 -3.5625
C -1.7735 -0.0299 -0.1809
C 0.5562 -1.8160 -3.4829
C 2.1798 -2.5634 -1.7151
C 2.7325 7.0191 1.5706
C 6.9070 4.3419 0.8599
C -0.1811 -1.5938 5.7594
C -0.4988 -0.2807 0.5279
C 1.6471 0.1858 1.0211
C -0.7156 -0.8453 -5.1154
C 5.0775 4.9364 -0.7504
C -0.6242 -4.3456 0.1193
C 3.6876 -7.0952 -2.1926
H -2.3794 -1.9470 0.2864
H 2.7879 3.4452 -0.0574
H -1.4319 6.8001 -1.6114
H 3.0734 -5.6633 -5.3802
H 6.5548 6.2934 -5.5903
H -3.1308 -1.6229 -2.5006
H -4.9077 -4.8528 3.2961
H -4.5725 -6.5857 3.6686
H -2.9529 -0.3863 2.4022
H 4.8527 5.5054 -1.7099
H -7.4662 -2.1266 -0.9389
H -4.4498 5.4030 -0.5528
H -2.2640 -4.4296 -4.2827
H 2.8665 9.0114 2.3237
H -5.4826 -3.6948 0.8565
H 6.4371 7.0474 -3.9263
H 0.9777 0.6193 6.7355
H -1.5784 -0.1733 -1.2425
H 5.8109 -1.5162 -2.1348
H 6.9335 6.8322 -1.3549
H -7.6226 0.3423 3.3955
H -0.6693 -7.5494 -2.8696
H -2.4247 -3.0663 4.4580
H -1.2786 5.7522 -0.2786
H -4.7235 -2.4811 3.5490
H 1.3799 6.2681 -0.6149
H -2.7124 -2.6481 6.1491
H -0.0947 -1.4265 -2.7191
H -2.6563 -6.9743 0.2212
H -2.0071 5.0993 -1.7322
H -0.9038 -1.0190 6.4139
H -4.6700 -6.0534 -0.9485
H -5.5696 -1.9359 0.9998
H 0.2356 4.2230 -1.2399
H 0.8412 2.3415 -2.5222
H -0.3600 -3.5701 -0.5635
H -4.9923 6.2415 -2.0728
H 1.6019 -2.3715 -0.8382
H -8.9496 1.6033 -1.3776
H 4.5225 0.5082 4.1276
H 3.2094 -4.6556 4.3002
H -8.5653 0.7610 0.9656
H 0.1672 -3.0285 7.8368
H 0.1527 -8.0600 -1.3815
H -3.1621 1.7088 -0.3217
H 1.7935 -4.2875 3.3332
H -5.3068 0.6438 4.3655
H -6.8942 0.2197 0.3654
H 2.4972 3.7969 3.8783
H 3.2717 -1.4231 4.3836
H 4.7141 -1.6616 -5.5391
H -2.3298 1.5158 1.2342
H -0.2024 -1.3086 0.3461
H -4.9337 2.4640 2.6345
H 2.8856 4.0932 -1.7668
H -1.9006 4.8450 3.1580
H -5.0775 3.3901 -3.6372
H -4.8199 1.1210 1.3758
H 1.7117 0.1274 5.2308
H -3.8568 4.6254 -3.0411
H -0.9250 1.3248 3.8118
H -4.8095 -3.4673 -1.6998
H 4.0003 -0.3755 -1.4549
H -3.2013 0.0195 3.9304
H -6.5458 5.3910 1.1738
H -1.5331 -4.9549 -3.0581
H 6.0094 2.9275 -2.6015
H 0.2719 -2.8577 -3.6496
H 5.7345 -1.5283 -4.3487
H -3.6591 -7.8310 2.2454
H 1.1287 3.9240 1.4730
H 4.4504 5.3302 0.0668
H -6.9124 4.2532 -0.0314
H 3.2943 2.7522 2.7245
H 5.0755 -0.2093 -0.3442
H 7.1524 -2.2123 -2.5663
H -1.4560 -3.4185 7.6839
H -1.4333 -0.5096 -4.3353
H -0.6604 -0.0957 -5.8971
H 4.0504 -5.5869 0.6346
H 4.5718 5.9605 2.5271
H 2.5716 -0.0698 6.6846
H 1.0701 -7.0896 -2.5240
H -6.9394 8.0211 0.3110
H -6.1895 -6.0893 2.9811
H 3.2160 8.8761 0.5888
H -7.3126 2.4338 2.4064
H 1.8424 -3.5709 -2.0076
H 6.2340 4.6730 1.7021
H -2.4336 -4.2177 5.7944
H -5.6257 -7.4146 -0.7698
H 3.1086 2.3983 -1.3456
H 4.6476 -7.6049 -2.0243
H 6.6010 -2.1543 2.8003
H 1.1102 6.9735 -2.0740
H 4.3895 8.2937 1.7101
H -5.3813 2.7002 0.8880
H -7.1774 6.1765 -1.4276
H -2.6476 -9.4597 0.5814
H 4.6881 -2.4182 4.6096
H 2.9994 6.6210 0.5754
H 5.3315 -6.2025 -0.4738
H 1.4575 0.4826 2.0874
H -7.3332 1.0082 -1.8334
H 4.1050 4.6554 -5.5983
H 4.2669 3.9913 3.5959
H -1.4788 2.1624 -0.1585
H 3.2556 -2.6510 -1.5830
H 7.9541 4.5501 1.1125
H 7.8330 6.4686 -0.1019
H -7.8120 2.7032 -1.9899
H 0.1314 2.2453 3.1739
H 6.0183 -0.1653 4.1481
H 6.9631 4.4077 -1.2942
H -6.9213 -2.8855 1.4373
H 1.7479 0.0218 -1.6637
H -3.9742 3.0940 -2.2508
H -5.0691 -1.4380 4.4251
H 6.8326 2.5587 -4.0958
H -4.2084 -7.3897 -1.9120
H -5.1566 -8.2209 1.4623
H 2.2127 -3.4309 4.8675
H 0.8912 7.8450 2.0761
H 1.1049 4.5232 -3.7146
H 6.8166 3.2567 0.7708
H -4.3259 -1.1999 -3.7287
H 1.0818 -3.7099 1.2881
H 3.1733 5.9616 3.5941
H -3.5838 -1.0413 0.0498
H 1.1577 -5.6642 -0.3724
H 5.6009 -5.2583 -2.5808
H -1.1168 -1.7817 -5.5460
H -0.3852 5.5314 -3.9207
H 3.9717 3.2808 -3.5707
H 2.9273 -7.8237 -2.4361
H 0.6426 2.3115 -4.2723
H 5.8136 4.2301 -5.8494
H -2.3949 -4.5910 -0.6815
H 2.1711 -6.7351 -4.3357
H 2.1737 0.3969 -3.2414
H -3.0057 -9.1256 -0.9777
H 0.9254 6.1661 2.0396
H -1.1216 4.1348 4.2912
H -6.2815 -0.2330 2.6491
H 5.6291 -2.5705 1.4913
H 5.2512 1.4681 1.7153
H 2.5887 -1.9569 -3.7347
H -4.6924 0.8702 5.8538
H -6.2349 -2.7979 -2.6948
H 0.3255 2.8758 0.6383
H 5.7282 1.4487 -3.3922
H -0.2309 -6.4882 0.3319
H 4.3477 -4.7514 -0.7899
H 2.5778 0.5463 0.6101
H 3.9537 -0.6995 2.1841
H -7.4117 -4.3703 -1.8811
H -5.6479 8.0027 -0.9381
H -0.6037 -0.0881 1.5715
H -6.7976 -4.8627 -0.4713
H -0.7033 1.6060 -3.2626
H -0.4917 -3.0668 1.8241
H 3.2585 -5.0828 -2.7821
H -0.3691 -1.3575 4.7109
H 4.3879 1.2125 -4.8065
H -0.0478 -3.6631 5.3136
H 1.6749 -0.9055 1.0824
H 4.9359 2.2368 0.3634
H 3.7070 -7.2723 -4.9194
H 5.1334 7.1476 -5.0426
H -0.0395 -4.8334 2.1081
H -3.8389 0.0221 -2.5706
H -5.3450 7.4266 0.7057
H 4.8852 2.1007 -6.0411
H -2.3792 -5.0691 0.7743
H 6.3776 -0.9871 1.4373
H 5.2470 -4.7148 -4.0155
*
```

Results
- E_HOMO (eV) = -8.64
- E (Ha) = -4886.51300